Record 1
Entry from the Open Molecules 2025 dataset: C6H10InO5 as an isolated structure (wB97M-V/def2-TZVPD).

```
22
Properties=species:S:1:pos:R:3:lowdin_spin:R:1
O -1.07 -2.39 -2.98 0.378
C -0.69 -1.58 -2.18 0.095
C 0.72 -1.60 -1.61 0.072
O 0.97 -0.63 -0.63 0.023
C 0.56 -0.99 0.66 0.003
C 0.84 0.12 1.63 0.007
O 0.17 1.35 1.28 0.067
C 1.01 2.35 0.68 0.008
H 0.93 -2.62 -1.24 0.003
H 1.41 -1.40 -2.45 0.003
H 1.10 -1.89 1.00 0.000
H -0.52 -1.24 0.70 0.001
H 0.48 -0.16 2.63 0.002
H 1.92 0.33 1.69 0.001
H 0.38 3.21 0.44 0.003
H 1.78 2.65 1.41 0.000
H 1.47 1.94 -0.23 0.000
O -2.85 -0.11 0.66 -0.010
C -2.77 0.39 -0.49 0.109
O -2.54 1.61 -0.62 -0.010
In -1.71 1.47 1.22 0.196
H -1.56 -0.80 -1.57 0.050
```

multiplicity: 2
LUMO (alpha / beta): -10.6 / -12.2 eV
F_max: 4.57 eV Å⁻¹
highest occupied orbital energy (alpha / beta): -17.72 / -17.70 eV
charge: +2

Record 2
Entry from the Open Molecules 2025 dataset: a 2-piece molecular cluster, C6H10N overall (wB97M-V/def2-TZVPD).

```
17
Properties=species:S:1:pos:R:3:nbo_charge:R:1
C -3.39 -0.21 0.24 -0.457
C -2.34 0.49 -0.01 0.015
C 1.78 0.99 -0.93 -0.396
C 2.41 0.38 0.27 -0.407
C -0.19 -0.24 0.64 -0.103
C 1.03 -0.01 -0.10 0.010
N 0.45 -1.34 -0.13 -0.520
H -4.34 0.20 -0.26 0.275
H -3.56 -0.92 1.02 0.259
H -1.89 1.22 -0.64 0.226
H 1.48 2.09 -0.72 0.260
H 2.21 0.82 -1.93 0.264
H 3.14 -0.44 0.29 0.241
H 2.49 1.00 1.19 0.245
H -0.16 -0.40 1.71 0.218
H 1.01 -1.90 0.34 0.415
H -0.11 -1.72 -0.98 0.453
```

ΔE to the lowest compared entry with this formula, charge and spin: 532.0 kJ/mol
multiplicity: 1
LUMO: -3.9 eV
F_max: 6.40 eV Å⁻¹
highest occupied orbital energy: -13.47 eV
charge: +1

Record 3
Entry from the Open Molecules 2025 dataset: an isolated ion of composition C6H10N and charge +1 (wB97M-V/def2-TZVPD).

```
17
Properties=species:S:1:pos:R:3:nbo_charge:R:1
C -0.72 -0.82 -1.27 -0.408
N -0.08 -0.51 -0.06 -0.239
C 1.34 -0.89 0.02 -0.420
C -0.69 -1.35 1.01 -0.065
C -0.90 -0.45 1.85 0.208
C -0.84 0.97 2.10 -0.441
C -0.31 0.96 0.35 -0.139
H -1.71 -0.48 -1.27 0.236
H -0.10 -0.30 -2.03 0.222
H -0.71 -1.93 -1.52 0.270
H 1.79 -0.22 -0.58 0.207
H 1.76 -0.71 1.09 0.249
H 1.72 -1.93 -0.16 0.287
H -1.78 1.57 2.00 0.262
H -0.12 1.44 2.75 0.268
H -1.22 1.45 0.01 0.254
H 0.57 1.59 0.22 0.250
```

ΔE to the lowest compared entry with this formula, charge and spin: 571.0 kJ/mol
SMILES: C[N+]1(C)C#CCC1
multiplicity: 1
LUMO: -5.5 eV
F_max: 4.53 eV Å⁻¹
highest occupied orbital energy: -14.35 eV
charge: +1

Record 4
Entry from the Open Molecules 2025 dataset: an isolated ion of composition C6H10N and charge +1 (wB97M-V/def2-TZVPD).

```
17
Properties=species:S:1:pos:R:3:nbo_charge:R:1
C 1.25 -0.23 -0.56 -0.128
C 2.20 -0.42 -1.47 -0.283
C 1.24 -0.72 0.85 -0.221
C -0.09 0.38 -0.77 -0.095
C -0.87 0.02 0.44 0.182
C -2.23 -0.42 0.74 -0.690
N -0.44 1.40 0.26 -0.562
H 2.10 -0.06 -2.48 0.224
H 3.10 -0.95 -1.23 0.228
H 1.29 -1.78 1.03 0.237
H 1.57 -0.08 1.66 0.214
H -0.49 0.58 -1.76 0.246
H -2.92 -0.16 -0.08 0.241
H -2.59 0.04 1.66 0.252
H -2.26 -1.50 0.87 0.273
H 0.30 1.81 0.83 0.440
H -1.16 2.09 0.01 0.441
```

ΔE to the lowest compared entry with this formula, charge and spin: 302.3 kJ/mol
multiplicity: 1
LUMO: -4.3 eV
F_max: 4.07 eV Å⁻¹
highest occupied orbital energy: -13.69 eV
charge: +1

Record 5
Entry from the Open Molecules 2025 dataset: an isolated ion of composition C6H10N and charge +1 (wB97M-V/def2-TZVPD).

```
17
Properties=species:S:1:pos:R:3:nbo_charge:R:1
C -2.76 -0.44 -0.55 -0.433
N -1.94 0.03 0.59 -0.468
C -0.69 0.45 0.63 0.262
C 0.41 0.58 -0.35 -0.385
C 1.51 1.50 -0.23 -0.172
C 2.05 0.32 -0.10 0.236
C 2.74 -0.91 0.21 -0.683
H -2.05 -0.94 -1.32 0.237
H -3.59 -1.02 -0.32 0.242
H -3.22 0.52 -0.91 0.236
H -2.53 -0.04 1.48 0.445
H -0.26 0.77 1.63 0.223
H 0.09 0.44 -1.35 0.206
H 1.50 2.56 -0.02 0.264
H 2.50 -1.21 1.15 0.253
H 3.79 -0.84 -0.06 0.276
H 2.45 -1.76 -0.48 0.260
```

ΔE to the lowest compared entry with this formula, charge and spin: 242.1 kJ/mol
SMILES: C/[NH+]=C\[C@H]1C=C1C
multiplicity: 1
LUMO: -4.3 eV
F_max: 5.09 eV Å⁻¹
highest occupied orbital energy: -13.77 eV
charge: +1

Record 6
Entry from the Open Molecules 2025 dataset: C6H10N as an isolated structure (wB97M-V/def2-TZVPD).

```
17
Properties=species:S:1:pos:R:3:nbo_charge:R:1
C -0.44 -1.34 -0.73 -0.482
C 0.69 -0.54 -0.17 0.239
C -1.22 -0.18 -0.19 0.415
C 0.00 0.67 -0.05 -0.041
C 2.10 -0.89 0.19 -0.694
C 0.21 2.10 0.14 -0.647
N -2.50 -0.22 0.24 -0.717
H -0.35 -1.37 -1.80 0.257
H -0.51 -2.40 -0.21 0.236
H 2.82 -0.31 -0.40 0.276
H 2.43 -1.94 0.14 0.265
H 2.10 -0.44 1.28 0.262
H 0.38 2.56 -0.74 0.251
H 1.09 2.21 0.84 0.249
H -0.67 2.51 0.62 0.239
H -3.18 -0.93 -0.10 0.444
H -2.95 0.50 0.94 0.448
```

ΔE to the lowest compared entry with this formula, charge and spin: 65.5 kJ/mol
multiplicity: 1
LUMO: -4.2 eV
F_max: 4.62 eV Å⁻¹
highest occupied orbital energy: -13.95 eV
charge: +1

Record 7
Entry from the Open Molecules 2025 dataset: an isolated ion of composition C6H10N and charge +1 (wB97M-V/def2-TZVPD).

```
17
Properties=species:S:1:pos:R:3:nbo_charge:R:1
C -1.34 -1.90 -0.20 -0.305
C -0.68 -0.88 0.26 0.126
C 0.31 -0.33 1.16 -0.019
C 1.75 -0.27 0.58 -0.402
C 1.16 0.41 -0.68 -0.199
N -0.17 0.45 -0.05 -0.226
C -1.01 1.54 -0.31 -0.424
H -1.87 -1.89 -1.14 0.246
H -1.46 -2.74 0.43 0.251
H -0.07 0.02 2.12 0.254
H 2.10 -1.37 0.54 0.251
H 2.45 0.33 1.05 0.249
H 1.61 1.26 -1.02 0.243
H 1.05 -0.20 -1.51 0.221
H -0.52 2.37 0.07 0.225
H -1.21 1.70 -1.47 0.251
H -2.09 1.48 0.16 0.256
```

ΔE to the lowest compared entry with this formula, charge and spin: 252.1 kJ/mol
SMILES: C=C1[C@H]2CC[N@@+]12C
multiplicity: 1
LUMO: -3.3 eV
F_max: 4.93 eV Å⁻¹
highest occupied orbital energy: -15.33 eV
charge: +1

Record 8
Entry from the Open Molecules 2025 dataset: C6H10N as an isolated structure (wB97M-V/def2-TZVPD).

```
17
Properties=species:S:1:pos:R:3:nbo_charge:R:1
C 0.60 -0.70 -1.24 -0.005
C 1.00 0.45 -0.70 0.008
C -0.19 0.18 0.36 0.525
C 1.91 1.56 -0.77 -0.684
C -0.75 0.80 1.54 -0.709
C -1.50 -1.97 -0.08 -0.424
N -0.50 -0.87 -0.32 -0.294
H 0.64 -1.30 -2.12 0.245
H 1.40 2.41 -0.32 0.244
H 2.08 1.88 -1.83 0.273
H 2.88 1.33 -0.07 0.272
H 0.15 1.10 2.03 0.272
H -1.28 0.11 2.07 0.255
H -1.37 1.69 1.24 0.300
H -2.45 -1.79 -0.51 0.245
H -1.53 -1.89 1.02 0.224
H -1.09 -2.98 -0.30 0.253
```

ΔE to the lowest compared entry with this formula, charge and spin: 230.2 kJ/mol
multiplicity: 1
LUMO: -5.2 eV
F_max: 3.15 eV Å⁻¹
highest occupied orbital energy: -13.52 eV
charge: +1